# C19H22N2Ti

C19H22N2Ti as an isolated structure at a distorted geometry (ωB97M-V with the def2-TZVPD basis set, the OMol25 dataset).

Expectation value of S²: 2.024
E_HOMO (alpha / beta) in eV: -5.2510 / -8.4855
ΔE to the lowest compared entry with this formula, charge and spin in kJ/mol: 0.0
LUMO (alpha / beta) in eV: 0.39 / 0.00
Frontier orbital gap (alpha / beta) in eV: 5.64 / 8.48

ORCA input file:
```
! wB97M-V def2-TZVPD RIJCOSX def2/J DEFGRID3
* xyz 0 3
C 0.3086 -0.6270 -2.7746
C 0.1480 -2.0698 -3.3106
H -0.7097 -0.2710 -2.4325
H 0.5450 0.1350 -3.5174
H 1.2113 -0.5627 -2.0991
H -0.8072 -2.1697 -3.8438
H 0.9670 -2.2680 -4.0120
H 0.1882 -2.8735 -2.5682
C -0.5645 2.0845 -1.7057
C -0.9976 3.3942 -1.5944
C -1.8896 3.7440 -0.5759
C -2.2884 2.7624 0.3226
H 0.1209 1.7807 -2.4989
H -0.6281 4.1287 -2.3126
H -2.2574 4.7636 -0.4770
H -2.9468 2.9909 1.1653
N -0.9825 1.1031 -0.8576
C -1.7974 1.4569 0.1982
C -1.9339 0.4789 1.2623
N -1.0904 -0.5914 1.1985
C -0.8960 -1.3778 2.2841
C -2.6435 -0.2126 3.4697
C -1.6901 -1.2402 3.4144
H -0.1071 -2.1359 2.2021
H -1.5640 -1.9397 4.2360
C -2.7298 0.6748 2.3980
H -3.4007 1.5241 2.4043
H -3.2996 -0.0953 4.3226
Ti -0.1152 -0.8228 -0.7519
C -0.7761 -2.7894 -0.5903
H -1.2469 -2.9965 0.3743
H 0.0693 -3.4830 -0.7250
H -1.5071 -2.9628 -1.3967
C 4.2478 0.3321 1.2764
C 3.1346 1.1649 1.4511
C 1.8974 0.8229 0.8728
C 1.7830 -0.3551 0.1384
C 2.8849 -1.2055 -0.0323
C 4.1197 -0.8472 0.5329
H 5.2080 0.6057 1.7178
H 3.2225 2.0857 2.0308
H 1.0418 1.4913 1.0126
H 2.7821 -2.1364 -0.5955
H 4.9898 -1.4912 0.3867
*
```